Entry from OMol25: a 3-piece molecular cluster, C19H48N6O4P3 overall at a distorted geometry (wB97M-V/def2-TZVPD).

Geometry as XYZ:
```
80
C19H48N6O4P3 | OMol25 | wB97M-V/def2-TZVPD
P -0.17 -5.98 1.36
P 2.35 1.98 1.17
P -0.32 5.36 -1.98
O -0.09 2.35 3.41
O -0.20 2.79 2.05
O 0.69 -5.28 2.39
O 0.60 4.34 -1.36
N -1.58 6.22 -2.82
N -1.67 -5.56 2.11
N 0.37 -7.59 1.76
N -1.00 -6.61 -0.02
N -0.94 5.96 -0.47
N 0.90 6.37 -2.66
C -2.00 -4.14 2.16
C -0.45 7.18 0.14
C 2.89 -1.41 -1.27
C 0.42 1.70 1.30
C 2.36 -2.24 0.94
C 1.02 7.80 -2.58
C -0.93 -7.94 -0.59
C -1.59 6.13 -4.28
C 2.30 -0.92 1.35
C 1.79 -7.69 2.09
C -2.78 -6.43 2.41
C -0.38 -8.46 2.65
C 2.50 0.16 0.50
C 2.79 -0.08 -0.84
C -1.12 4.95 0.58
C 2.67 -2.46 -0.41
C -1.75 -5.65 -0.85
C -2.74 6.88 -2.26
C 1.74 5.77 -3.69
H -1.02 7.40 1.05
H -3.67 -5.86 2.69
H -1.05 6.97 -4.72
H 2.94 0.73 -1.55
H -1.72 -5.91 -1.90
H 1.29 5.86 -4.69
H 3.15 -1.62 -2.31
H 1.91 4.71 -3.49
H 2.19 3.38 1.58
H -3.10 6.41 -1.35
H -2.50 -3.81 1.24
H -2.52 7.93 -2.05
H 2.00 -7.38 3.12
H 2.38 -7.07 1.42
H -3.08 -7.07 1.57
H -1.11 5.21 -4.62
H -2.56 -7.06 3.28
H -1.38 -8.67 2.26
H -1.32 -4.65 -0.76
H 2.17 2.43 -0.23
H 0.09 8.33 -2.82
H -3.59 6.86 -2.95
H 2.13 -8.73 1.96
H 2.56 1.53 2.54
H -0.61 8.04 -0.50
H -2.60 6.12 -4.68
H -1.09 -7.93 -1.67
H -1.70 -8.59 -0.16
H 0.04 -8.41 -0.45
H 0.61 7.10 0.41
H -1.11 -3.54 2.29
H -0.19 4.71 1.09
H -2.66 -3.92 3.01
H 2.16 -3.04 1.65
H 2.05 -0.66 2.39
H -0.02 1.62 0.29
H -0.73 2.87 3.91
H 2.72 -3.50 -0.75
H 0.11 -9.44 2.72
H -1.85 5.30 1.32
H -1.52 4.02 0.16
H -2.80 -5.61 -0.54
H -0.46 -8.04 3.66
H 2.73 6.24 -3.73
H 3.80 2.17 1.01
H 0.18 0.79 1.88
H 1.78 8.18 -3.28
H 1.36 8.11 -1.59
```

Calculated values
energy: -2405.93410 Ha
highest occupied orbital energy: -2.82 eV
total charge: -1

These are the Löwdin partial charges, in e, on atoms 1 to 5: 0.74 0.37 0.72 -0.08 -0.30

=====

Entry from OMol25: one molecule with the formula C4H10N2O at a distorted geometry (wB97M-V/def2-TZVPD).

Geometry as XYZ:
```
17
C4H10N2O | OMol25 | wB97M-V/def2-TZVPD
O -0.39 2.83 -1.67
N -0.77 -1.06 1.97
N 0.82 0.06 -1.13
C 0.88 -0.80 0.03
C -0.80 1.83 -1.15
C -0.53 0.43 -1.64
C 0.37 -0.32 1.42
H -0.44 -1.83 2.55
H -1.26 1.85 -0.14
H 1.21 -0.31 2.10
H -1.32 -1.46 1.23
H 1.45 0.84 -1.01
H 1.93 -1.08 0.20
H -0.39 0.30 -2.71
H 0.43 -1.76 -0.20
H -1.27 -0.25 -1.23
H 0.07 0.73 1.39
```

Calculated values
SMILES string: NCCNCC=O
energy: -343.11100 Ha
highest occupied orbital energy: -8.83 eV
energy relative to the best compared isomer or geometry (same formula, charge and spin): 56.8 kcal per mole
total charge: 0

These are the Löwdin partial charges, in e, on atoms 1 to 5: 0.06 -0.01 -0.06 -0.24 -0.27

=====

Entry from OMol25: a 4-piece molecular cluster, C30H66BBrN4O9PS overall at a distorted geometry (wB97M-V/def2-TZVPD).

Geometry as XYZ:
```
113
C30H66BBrN4O9PS | OMol25 | wB97M-V/def2-TZVPD
Br 4.66 -4.18 -3.81
S 3.01 1.06 2.95
P 1.41 -4.84 -0.86
O -11.76 6.15 -1.89
O 1.97 -6.43 -0.62
O -8.98 7.17 -1.78
O 4.33 -5.67 3.92
O 0.35 2.08 2.45
O -5.38 6.98 0.66
O 5.34 -7.86 5.63
O 1.83 0.83 -2.86
O -2.86 5.55 0.07
N 2.92 -3.87 -0.92
N 1.99 2.88 1.20
N 4.21 0.03 -2.68
N 0.85 3.49 0.75
C 6.57 -7.85 4.91
C -2.12 6.69 0.46
C 4.97 -6.57 6.08
C -5.35 7.55 -0.64
C 5.00 -3.55 0.52
C 3.40 -3.48 0.47
C 2.78 -2.15 1.00
C 3.38 -1.71 2.40
C 4.36 0.48 -4.10
C 0.38 -3.42 -3.95
C -9.52 6.14 -0.96
C 0.77 -1.40 -1.36
C 1.83 -3.98 -4.03
C 3.03 -2.74 -1.91
C 1.71 2.04 2.18
C 3.91 -6.61 2.95
C -11.88 6.62 -3.23
C -0.10 2.97 1.52
C 2.33 -1.41 -1.46
C 2.98 -3.13 -3.42
C -3.82 5.17 1.05
C -5.22 5.57 0.64
C 4.83 1.12 -1.86
C 3.86 -5.98 5.23
C 0.16 -0.24 -0.44
C 2.38 -0.67 3.05
C -9.47 8.46 -1.42
C -10.60 5.36 -1.69
C 0.36 -4.53 0.65
C 3.04 -1.03 -0.06
B 2.76 -0.12 -2.36
H 4.43 -6.39 2.01
H 5.83 -5.89 6.12
H -3.78 4.07 1.13
H 4.08 1.57 -4.17
H -0.26 -0.67 0.50
H 4.02 1.85 -1.58
H 5.61 1.67 -2.43
H -6.26 7.28 -1.19
H 6.56 -7.10 4.11
H 5.47 -3.48 -0.50
H -0.26 -4.08 -4.60
H 5.47 -2.78 1.17
H 3.51 -2.60 3.07
H 4.12 -2.45 -1.80
H -0.10 -5.52 0.94
H -4.47 7.23 -1.20
H -5.32 8.64 -0.53
H -1.52 7.01 -0.39
H -0.06 -3.53 -2.92
H -1.13 3.31 1.33
H -9.05 8.76 -0.46
H -10.90 4.51 -1.07
H 0.36 -1.18 -2.38
H 4.16 -7.63 3.25
H -9.90 6.55 -0.02
H 2.19 -0.89 4.13
H 4.15 -1.03 -0.25
H -3.57 5.58 2.03
H 1.37 -0.69 2.56
H -0.47 -3.82 0.42
H 3.00 -6.67 5.18
H 3.73 -0.10 -4.81
H 2.83 -6.53 2.78
H -5.47 5.16 -0.35
H -10.22 4.97 -2.64
H -5.94 5.16 1.36
H 3.12 -2.27 -4.12
H 0.27 -2.33 -1.02
H 1.25 -6.90 -0.16
H -1.44 6.44 1.29
H 4.35 -1.17 2.25
H 7.40 -7.65 5.59
H 0.87 0.61 -0.27
H -8.69 5.46 -0.73
H 0.91 -4.18 1.56
H 1.85 1.58 -2.23
H -10.56 8.48 -1.37
H 6.71 -8.83 4.46
H -12.70 7.33 -3.26
H 4.59 -6.69 7.10
H 5.29 -4.56 0.91
H -10.96 7.11 -3.56
H 5.31 0.72 -0.93
H -9.14 9.17 -2.18
H 3.07 -4.29 1.17
H -12.11 5.78 -3.89
H 3.67 -4.54 -1.21
H 2.79 0.00 0.28
H 1.68 -2.17 1.17
H -2.77 7.52 0.76
H 5.43 0.42 -4.41
H -0.71 0.20 -0.99
H 0.26 -2.37 -4.32
H 1.84 -5.04 -3.66
H 2.06 -4.09 -5.13
H 3.52 -5.05 5.68
```

Calculated values
energy: -5416.86043 Ha
highest occupied orbital energy: -10.27 eV
energy relative to the best compared isomer or geometry (same formula, charge and spin): 43.2 kcal per mole
total charge: +1

These are the Löwdin partial charges, in e, on atoms 1 to 5: 0.72 0.97 1.01 -0.19 -0.28

=====

Entry from OMol25: one molecule with the formula C8H11Cl3N2O at a distorted geometry (wB97M-V/def2-TZVPD).

Geometry as XYZ:
```
25
C8H11Cl3N2O | OMol25 | wB97M-V/def2-TZVPD
Cl -5.21 0.43 -0.83
Cl -3.80 0.98 1.62
Cl -3.78 -1.79 0.61
O -2.39 -0.52 -1.83
N -1.10 2.06 -0.44
N -2.23 1.75 -1.03
C 1.11 -1.18 0.43
C -2.44 0.07 -0.59
C -0.52 1.14 0.16
C -3.75 0.02 0.17
C -1.23 -0.15 0.27
C -0.19 -1.05 -0.46
C 1.82 0.20 0.28
C 0.85 1.27 0.79
H -0.84 -2.03 -0.53
H 1.74 -1.85 -0.15
H 0.07 -0.58 -1.43
H 0.63 1.19 1.85
H 0.77 -1.42 1.39
H -3.10 -0.03 -2.27
H 2.00 0.50 -0.83
H -1.47 -0.33 1.32
H 1.37 2.28 0.64
H -2.89 2.46 -0.85
H 2.81 0.48 0.58
```

Calculated values
energy: -1876.50504 Ha
spin multiplicity: 3
highest occupied orbital energy (spin up / spin down): -4.05 / -9.38 eV
<S²>: 2.007
total charge: 0

These are the Löwdin partial charges, in e, on atoms 1 to 5: 0.60 0.68 0.59 0.02 0.03

=====

Entry from OMol25: CH2BrI as an isolated structure at a distorted geometry (wB97M-V/def2-TZVPD).

Geometry as XYZ:
```
5
CH2BrI | OMol25 | wB97M-V/def2-TZVPD
I 1.91 0.75 0.03
Br -0.24 -1.79 0.06
C -0.13 0.10 -0.09
H -0.67 0.25 -0.94
H -0.87 0.69 0.93
```

Calculated values
energy: -2910.95446 Ha
highest occupied orbital energy: -9.74 eV
energy relative to the best compared isomer or geometry (same formula, charge and spin): 20.3 kcal per mole
total charge: 0

Charges obtained by Löwdin population analysis, quoted in units of e: 0.67 0.50 -1.21 -0.10 0.13